1.
# C72H68N5O2Ti

A molecular structure, C72H68N5O2Ti in a non-equilibrium geometry (the ωB97M-V functional and the def2-TZVPD basis, the Open Molecules 2025 dataset).

```
148
C72H68N5O2Ti, DFT the ωB97M-V functional and the def2-TZVPD basis
Ti 0.90283 0.51986 0.09817
C 6.25003 -4.66326 -2.25989
C 5.61840 -3.71949 -3.05652
C 4.64110 -2.89590 -2.51810
C 4.28418 -3.02391 -1.18008
C 4.90959 -3.97963 -0.38417
C 5.89229 -4.79410 -0.92561
C 3.28191 -2.09699 -0.59402
C 1.99197 -2.46536 -0.45934
C 1.38860 -3.75129 -0.73293
C 0.11682 -3.67321 -0.29133
C -0.05987 -2.32329 0.20447
C -2.01074 -1.06445 -0.38857
C -3.45468 -1.57459 -0.57872
C -3.98507 -2.64170 0.12216
C -5.29473 -3.05658 -0.10693
C -6.07688 -2.41731 -1.05049
C -5.54146 -1.36325 -1.78391
C -4.24219 -0.95411 -1.55363
C -2.12775 0.40833 0.00438
N -1.11427 1.25036 -0.00417
C -1.65395 2.52514 0.12375
C -0.92122 3.65420 -0.07643
C -1.62638 4.94313 -0.29231
C -2.18474 5.65679 0.76192
C -2.81653 6.86792 0.52081
C -2.90104 7.36727 -0.77033
C -2.34368 6.65572 -1.82380
C -1.70288 5.45003 -1.58695
C 0.50797 3.68630 -0.02702
C 1.20256 4.91789 0.09267
C 2.46982 4.61102 0.49573
C 2.53661 3.19529 0.58377
N 1.33657 2.63302 0.22374
C 3.70839 2.51489 0.96981
C 3.94092 1.16469 0.75476
C 5.20417 0.53512 0.95110
C 5.11444 -0.69948 0.38423
C 3.77153 -0.84188 -0.06585
N 3.05650 0.28293 0.16125
C 4.77172 3.33673 1.59132
C 6.01833 3.50371 0.99147
C 6.97191 4.31780 1.58222
C 6.69797 4.95839 2.78189
C 5.46066 4.79111 3.38824
C 4.49789 3.99532 2.79147
C -3.06831 2.41780 0.33860
C -3.35810 1.09498 0.31688
N 1.04558 -1.63029 0.12866
H 7.01666 -5.30070 -2.67961
H 5.89177 -3.61829 -4.09854
H 4.14918 -2.15238 -3.13408
H 4.62619 -4.07682 0.65710
H 6.38296 -5.52819 -0.30001
H 1.90088 -4.59084 -1.17545
H -0.64808 -4.43250 -0.30557
H -3.36564 -3.17685 0.82996
H -5.69904 -3.88828 0.45586
H -7.09438 -2.73839 -1.23064
H -6.13618 -0.86558 -2.53886
H -3.82263 -0.14912 -2.14650
H -2.11146 5.27014 1.77152
H -3.24302 7.42434 1.34513
H -3.40219 8.30779 -0.95576
H -2.40899 7.04159 -2.83255
H -1.26222 4.89483 -2.40670
H 0.77027 5.88963 -0.07361
H 3.28171 5.28977 0.69198
H 6.05613 0.98060 1.43443
H 5.87597 -1.45687 0.31693
H 6.22640 3.02427 0.04325
H 7.93173 4.45574 1.10228
H 7.44583 5.59150 3.24040
H 5.24394 5.28833 4.32451
H 3.52841 3.86227 3.25578
H -3.73359 3.24756 0.51386
H -4.31801 0.63741 0.47985
C -4.93366 -1.20485 4.28176
C -3.68514 -1.79813 4.96031
C -3.78474 -3.33043 4.96131
C -3.64439 -1.32013 6.41332
C -2.46606 -1.34077 4.16648
C -2.31326 -1.75937 2.85465
C -1.30456 -1.27693 2.03762
N -1.27435 -1.80177 0.68515
C -1.28616 -1.29651 -1.77241
C -1.75990 -2.36503 -2.52995
C -1.47077 -2.53583 -3.87170
C -0.68054 -1.56234 -4.46649
C -0.04824 -0.56057 -3.74340
C -0.26736 -0.49304 -2.34745
O 0.53030 0.25260 -1.57381
C 0.78937 0.45232 -4.55472
C 1.77784 -0.30469 -5.45583
C -0.19757 1.24667 -5.43021
C 1.60748 1.48651 -3.76697
C -2.10749 -3.70058 -4.62739
C -3.63306 -3.67055 -4.42815
C -1.53885 -5.02177 -4.09568
C -1.83282 -3.60930 -6.13037
C -0.39236 -0.33361 2.55222
O 0.51681 0.23478 1.74602
C -0.46587 0.03558 3.91316
C -1.51023 -0.46966 4.67599
C 0.54883 1.01033 4.53168
C 1.98998 0.50070 4.33772
C 0.32436 1.15958 6.03861
C 0.38344 2.41230 3.90963
H -5.82421 -1.40968 4.87920
H -5.07925 -1.63151 3.28741
H -4.83103 -0.12300 4.17506
H -4.63744 -3.64731 5.56396
H -2.88192 -3.77665 5.38210
H -3.92457 -3.72929 3.95573
H -4.52276 -1.69385 6.94005
H -3.66138 -0.23023 6.47424
H -2.75768 -1.69364 6.92878
H -2.99770 -2.48281 2.43971
H -2.40679 -3.07877 -2.04346
H -0.53257 -1.59425 -5.53657
H 1.26482 -0.93442 -6.18201
H 2.43063 -0.93936 -4.85289
H 2.39669 0.40642 -6.00536
H -0.79863 0.58688 -6.05670
H 0.34768 1.93554 -6.07870
H -0.87796 1.82531 -4.80134
H 2.36251 1.02070 -3.13359
H 0.97745 2.12342 -3.14819
H 2.12123 2.12720 -4.48687
H -3.92136 -3.83699 -3.38958
H -4.10739 -4.44663 -5.03209
H -4.03366 -2.70038 -4.72778
H -1.76870 -5.15834 -3.03657
H -0.45341 -5.04357 -4.21432
H -1.96166 -5.86561 -4.64386
H -2.24345 -2.68555 -6.54307
H -2.31674 -4.44413 -6.63825
H -0.76398 -3.65433 -6.34741
H -1.58403 -0.16116 5.70755
H 2.10069 -0.49595 4.76958
H 2.68802 1.17067 4.84530
H 2.27285 0.45413 3.28945
H 0.41115 0.19949 6.55073
H -0.65276 1.59368 6.25785
H 1.08372 1.82838 6.44498
H 0.61426 2.41260 2.84938
H 1.05212 3.11880 4.40825
H -0.64320 2.76208 4.04084
```

Results
**Total energy**: -110428.1217 eV
**Total charge**: +1
**Lowest unoccupied orbital energy**: -4.513 eV
**Spin multiplicity**: 1

2.
# C72H74N10O26S3

13 unconnected molecules or ions with the total composition C72H74N10O26S3 in a non-equilibrium geometry (the ωB97M-V functional and the def2-TZVPD basis, the Open Molecules 2025 dataset).

```
185
C72H74N10O26S3, DFT the ωB97M-V functional and the def2-TZVPD basis
C -36.67100 -12.06804 -7.91599
C -37.25676 -11.93511 -9.21631
C -36.66709 -12.55136 -10.31185
C -35.53641 -13.32397 -10.16225
C -34.90289 -13.36614 -8.89246
C -35.45248 -12.72043 -7.77611
N -34.95376 -14.05445 -11.31135
O -33.80143 -14.40029 -11.22999
O -35.70423 -14.22760 -12.25725
H -37.20851 -11.62291 -7.09177
H -38.08262 -11.26239 -9.39465
H -37.19257 -12.50273 -11.25413
H -33.90921 -13.78356 -8.82361
H -34.99142 -12.74900 -6.79989
C -45.10435 -17.39189 8.58848
C -44.18905 -17.91359 9.53754
C -42.84302 -17.56020 9.40175
C -42.36054 -16.76041 8.38803
C -43.29136 -16.26016 7.43691
C -44.64905 -16.57889 7.52743
N -40.87268 -16.47768 8.25937
O -40.55261 -15.96695 7.19723
O -40.17513 -16.60259 9.27496
H -46.15770 -17.62696 8.62828
H -44.33999 -18.71817 10.24201
H -42.12279 -17.95342 10.10391
H -42.95799 -15.63398 6.62256
H -45.28631 -16.04513 6.83793
C -30.90761 -6.07633 5.58684
C -29.46105 -6.05535 5.52463
C -28.72731 -5.11575 6.15653
C -29.32429 -4.06807 6.79161
C -30.69733 -3.84177 6.61182
C -31.44014 -4.83124 6.05743
N -28.43471 -2.93791 7.29264
O -28.87602 -1.91275 7.77425
O -27.22985 -3.12847 7.20304
H -31.51025 -6.83662 5.11230
H -28.96847 -6.80305 4.92072
H -27.66688 -5.16068 5.95688
H -31.23222 -2.96955 6.95756
H -32.49908 -4.63697 5.97180
C -37.61451 -7.42188 0.09940
C -38.39014 -6.40042 0.63670
C -39.71330 -6.74069 1.04601
C -40.24346 -8.04387 0.91601
C -39.42723 -9.02118 0.27759
C -38.14596 -8.68227 -0.11960
N -41.64729 -8.32914 1.34471
O -41.95244 -9.44400 1.66808
O -42.43127 -7.38882 1.36956
H -36.61195 -7.16294 -0.20755
H -37.94032 -5.42307 0.73075
H -40.25280 -5.92247 1.49973
H -39.72410 -10.05599 0.19127
H -37.60542 -9.47266 -0.61911
C -37.22581 -21.50413 -5.69584
C -36.48802 -20.58581 -6.42622
C -35.15498 -20.33522 -6.13134
C -34.52115 -21.05467 -5.08968
C -35.27598 -21.99713 -4.41896
C -36.60476 -22.27936 -4.75793
N -33.04718 -20.87184 -4.82450
O -32.42688 -19.96870 -5.30259
O -32.56780 -21.72129 -4.11832
H -38.26599 -21.70371 -5.90697
H -37.03157 -19.91481 -7.07486
H -34.77419 -19.46624 -6.64736
H -34.86370 -22.48387 -3.54746
H -37.23229 -22.99158 -4.24281
C -36.97225 -23.58109 5.93568
C -37.81479 -22.51471 5.71029
C -38.89896 -22.64289 4.88529
C -39.09655 -23.74215 4.10759
C -38.19597 -24.78551 4.22633
C -37.12361 -24.73560 5.13505
N -40.16337 -23.73117 3.08632
O -40.99909 -22.81651 2.94401
O -40.16023 -24.79876 2.43622
H -36.10758 -23.49240 6.57668
H -37.56100 -21.55464 6.13488
H -39.60589 -21.84098 4.73174
H -38.31532 -25.68162 3.63542
H -36.44190 -25.56494 5.25276
C -21.85542 -11.47352 -5.61144
C -22.95818 -12.31499 -5.50672
C -24.25319 -11.83690 -5.23275
C -24.36738 -10.48201 -4.89064
C -23.34641 -9.62358 -5.21191
C -22.10354 -10.07991 -5.50046
N -25.73121 -10.08418 -4.53994
O -25.91928 -8.88607 -4.52727
O -26.66313 -10.95040 -4.47290
H -20.87199 -11.90448 -5.72776
H -22.86030 -13.35896 -5.76549
H -25.04883 -12.55436 -5.09628
H -23.43449 -8.54746 -5.18719
H -21.31140 -9.35106 -5.58814
C -21.85469 -22.98050 -2.78900
C -23.22801 -23.37292 -3.08251
C -23.40406 -24.63163 -3.73845
C -22.28104 -25.46133 -4.04185
C -21.01260 -25.00483 -3.75522
C -20.78907 -23.72168 -3.20250
N -22.51239 -26.78740 -4.60200
O -21.72968 -27.63319 -4.22338
O -23.49767 -27.00344 -5.25107
H -21.78489 -21.99807 -2.34587
H -24.10366 -22.78558 -2.84870
H -24.42583 -24.97244 -3.81748
H -20.12503 -25.60673 -3.88299
H -19.80385 -23.30203 -3.06236
C -23.60757 -28.24667 5.91180
C -24.88512 -28.72791 6.19304
C -25.94414 -28.20017 5.43119
C -25.71424 -27.16466 4.49158
C -24.38320 -26.68590 4.24513
C -23.34916 -27.28147 4.94788
N -26.85416 -26.57612 3.73658
O -27.82695 -27.27385 3.62398
O -26.76514 -25.40996 3.30115
H -22.69365 -28.63359 6.33776
H -25.12110 -29.51365 6.89540
H -26.90738 -28.64566 5.63141
H -24.22197 -25.89795 3.52434
H -22.35002 -26.97785 4.67231
C -40.40069 -16.25950 -2.28392
C -40.92303 -16.36104 -1.01734
C -42.20635 -15.93085 -0.70463
C -42.96951 -15.27260 -1.65821
C -42.46956 -15.15163 -2.95163
C -41.18309 -15.66111 -3.28420
N -44.30779 -14.70477 -1.31697
O -44.69409 -13.79505 -2.03838
O -44.92176 -15.12996 -0.35301
H -39.41946 -16.65061 -2.50890
H -40.29880 -16.87266 -0.29971
H -42.57613 -16.04645 0.30349
H -43.09045 -14.74432 -3.73584
H -40.76388 -15.52318 -4.26992
C -25.34064 -22.05576 10.08559
C -26.22768 -21.74577 8.90109
C -27.54343 -22.50338 9.13144
S -27.94609 -22.24702 10.96802
O -28.28004 -23.50037 11.58674
O -28.78556 -21.05934 11.17382
C -26.19662 -21.79037 11.37487
H -24.42282 -21.46927 10.12733
H -25.03114 -23.09662 9.99106
H -25.69637 -22.09947 8.01752
H -26.28021 -20.65704 8.90187
H -27.35418 -23.57635 9.09938
H -28.38275 -22.31134 8.46304
H -25.78955 -22.22269 12.28893
H -26.25707 -20.71497 11.54205
C -32.44824 -12.82744 11.64540
C -32.19059 -11.94373 10.40450
C -30.65606 -11.69387 10.44151
S -29.90600 -13.32607 10.85692
O -28.84834 -13.22153 11.85253
O -29.69791 -14.10716 9.61902
C -31.41109 -14.00244 11.68621
H -33.49970 -13.11461 11.65267
H -32.24359 -12.28523 12.56855
H -32.73623 -11.01565 10.57493
H -32.48389 -12.42632 9.47220
H -30.39061 -11.08134 11.30316
H -30.18723 -11.39540 9.50386
H -31.16427 -14.50078 12.62367
H -31.67485 -14.80575 10.99830
C -29.67623 -17.54042 1.39829
C -30.96754 -18.13657 1.96950
C -31.76370 -17.02902 2.63576
S -31.63768 -15.67223 1.43870
O -31.40508 -14.42991 2.13751
O -32.68455 -15.78585 0.43050
C -30.08536 -16.21950 0.65673
H -29.10301 -18.27342 0.83062
H -28.94276 -17.19752 2.12805
H -30.62460 -18.86046 2.70874
H -31.52409 -18.73489 1.24814
H -31.37152 -16.73301 3.60873
H -32.82891 -17.24735 2.71175
H -29.37542 -15.40702 0.81154
H -30.22845 -16.29943 -0.42088
```

Results
**Total energy**: -176471.7703 eV
**Total charge**: 0
**Lowest unoccupied orbital energy**: -0.855 eV
**Spin multiplicity**: 1

Question: The lowest lowest unoccupied orbital energy belongs to which entry?
Answer: C72H68N5O2Ti

Question: What is the total charge in the second record?
Answer: 0

Question: What is the total charge in the second record?
Answer: 0

Question: The lowest total charge belongs to which entry?
Answer: C72H74N10O26S3